Entry from OMol25: a single C4H6S2 molecule (ωB97M-V/def2-TZVPD).

Calculated values
gap between HOMO and LUMO = 8.54 eV

Each line ends with the natural charge from an NBO analysis.
Atoms and positions in Å:
1 C 1.134 0.360 0.204  -0.5154
2 C -1.542 -0.068 0.566  -0.3867
3 C -2.090 1.119 -0.205  -0.4157
4 C -2.758 -0.224 -0.292  -0.4076
5 H 0.718 1.281 0.645  0.2082
6 H -1.612 -0.103 1.610  0.2300
7 H -1.567 1.470 -1.067  0.2271
8 H -2.563 1.874 0.382  0.2221
9 H -3.720 -0.395 0.219  0.2238
10 H -2.686 -0.780 -1.217  0.2282
11 S 2.723 0.211 -0.105  0.0129
12 S -0.037 -0.865 -0.033  0.3731


Entry from OMol25: a molecular structure, C4H7AsN2PtS5Te (ωB97M-V/def2-TZVPD).

Calculated values
gap between HOMO and LUMO (alpha / beta) = 4.78 / 5.39 eV
<S²> = 2.009
multiplicity = 3
net charge = -2

Each line ends with the Löwdin spin population.
Atoms and positions in Å:
1 Pt 0.897 -0.156 -0.171  1.0954
2 S 4.561 -0.120 -2.240  0.0064
3 As 2.586 -0.748 -2.831  0.0049
4 S 1.152 0.877 -2.345  0.2960
5 S 1.752 -2.103 -1.276  0.2496
6 S 2.442 -1.489 -4.810  0.0074
7 N 3.099 1.783 1.033  0.0250
8 N 2.889 0.456 0.514  0.1622
9 H 2.295 1.978 1.623  0.0026
10 H 2.964 2.383 0.223  0.0017
11 H 3.211 -0.217 1.201  0.0061
12 H 3.510 0.330 -0.312  0.0002
13 Te -0.419 0.700 1.945  0.0887
14 C -2.392 0.106 1.494  0.0121
15 C -2.853 -0.549 0.385  0.0170
16 C -4.258 -0.796 0.417  0.0004
17 C -4.854 -0.328 1.548  0.0053
18 S -3.697 0.417 2.572  0.0045
19 H -2.197 -0.842 -0.424  0.0139
20 H -4.795 -1.302 -0.375  -0.0002
21 H -5.894 -0.379 1.829  0.0005


Entry from OMol25: a single C4H7BN2O2 molecule (ωB97M-V/def2-TZVPD).

Calculated values
gap between HOMO and LUMO = 8.96 eV

Each line ends with the natural charge from an NBO analysis.
Atoms and positions in Å:
1 B 1.685 0.266 0.132  1.0615
2 C -1.845 1.324 -0.105  0.2485
3 C 0.144 0.107 0.137  -0.3078
4 C -1.035 -0.612 0.014  0.1910
5 C -1.223 -2.108 0.240  -0.6242
6 N -2.218 0.084 -0.110  -0.5029
7 N -0.545 1.566 -0.055  -0.5512
8 O 2.563 -0.673 -0.185  -0.8593
9 O 2.099 1.584 0.141  -0.9123
10 H -2.546 2.137 -0.295  0.1895
11 H -1.933 -2.344 0.938  0.2229
12 H -1.536 -2.469 -0.818  0.2221
13 H -0.195 -2.543 0.485  0.2106
14 H 0.151 2.173 -0.361  0.4357
15 H 3.450 -0.333 -0.240  0.4846
16 H 2.986 1.841 0.080  0.4911


Record order is preserved below.
Largest force on an atom: 0.039, 0.008, 0.115 hartree/bohr
Record order is preserved below.
Energy above the lowest of the compared OMol25 structures with the same formula, charge and spin: 96.92, 0.00, 157.15 kJ/mol
Record order is preserved below.
E: -952.3325, -4880.2640, -441.5334 a.u.